Formula: C38H105N8O14
Source: the OMol25 dataset
Level of theory: wB97M-V/def2-TZVPD

The charge is +5. The value obtained for the relative energy (zero: lowest compared OMol25 entry of this formula, charge and spin) is 126.5 kJ/mol. As for the highest occupied orbital energy: -15.992 eV. The energy comes out at -3000.43321 hartree.

XYZ file:
```
165
Properties=species:S:1:pos:R:3:forces:R:3
C 14.8035 7.2912 14.9093 -0.22 0.89 -0.64
C 16.0894 6.6201 14.4768 -0.80 -0.79 0.83
C 15.9218 5.1254 14.4182 0.65 -0.99 0.09
O 17.2105 4.5588 14.2625 -0.22 0.36 -0.29
C 17.1697 3.1567 14.0553 0.65 -0.48 0.73
N 16.5711 7.0896 13.1365 0.35 -0.34 -0.47
H 16.3689 8.0690 12.9435 0.14 0.07 0.20
H 17.5777 6.9298 13.0427 0.02 0.09 0.19
H 16.1382 6.5160 12.3918 -0.38 0.00 -0.05
H 14.9174 8.3796 14.8552 0.08 -0.01 0.42
H 14.5431 6.9979 15.9238 0.10 0.04 0.04
H 13.9376 7.0874 14.2674 0.17 -0.46 -0.08
H 16.8486 6.7860 15.2408 0.26 0.39 -0.32
H 15.3019 4.7611 13.5882 -0.32 0.44 0.03
H 15.4936 4.7745 15.3624 -0.14 0.15 0.00
H 16.3973 2.6505 14.6447 -0.31 0.30 -0.16
H 18.0953 2.7679 14.4807 0.13 0.00 -0.33
H 17.1072 2.8916 12.9964 -0.15 0.08 -0.03
C 11.8554 -2.4645 17.1319 0.04 -0.39 0.09
C 13.2434 -1.8856 17.1963 0.53 1.31 0.15
C 13.8920 -1.5360 15.8695 0.19 -1.08 0.13
O 13.3047 -0.3664 15.4061 0.09 0.32 -0.22
C 13.8086 0.1095 14.1830 -0.24 0.35 -0.25
N 13.2699 -0.5569 18.0076 0.55 -0.76 0.04
H 12.5712 -0.5663 18.7491 -0.19 0.30 -0.20
H 14.1708 -0.5273 18.4909 -0.04 0.27 0.02
H 13.2776 0.3096 17.4281 -0.21 0.23 0.07
H 11.1308 -1.8275 16.6252 0.04 0.42 0.46
H 11.5842 -2.7462 18.1496 -0.57 0.10 -0.14
H 11.8104 -3.3725 16.5286 0.48 -0.15 0.18
H 13.9721 -2.4562 17.7679 -0.43 -0.76 -0.16
H 13.7289 -2.3745 15.1783 0.03 0.03 0.01
H 14.9745 -1.4807 16.0458 0.02 0.50 -0.33
H 14.8990 0.1436 14.1049 0.05 -0.12 0.38
H 13.4304 1.1294 14.1025 0.06 0.02 -0.13
H 13.4376 -0.4804 13.3390 0.00 -0.11 0.09
C 16.9892 10.3495 5.9992 0.96 1.18 -0.30
C 17.5896 8.9708 6.0017 0.67 -0.44 0.44
C 16.9417 8.0045 7.0089 -0.33 -0.37 -0.10
O 17.1051 8.6066 8.2604 0.04 0.45 0.08
C 16.3896 8.0329 9.3408 0.55 -0.05 0.09
N 17.6818 8.3932 4.5979 -0.52 0.16 0.14
H 16.7743 8.4253 4.1258 0.00 -0.32 -0.03
H 18.3153 8.9388 4.0048 0.09 0.09 0.18
H 18.0478 7.4408 4.6411 -0.16 -0.08 -0.26
H 17.7366 11.0852 5.6808 0.06 -0.17 -0.17
H 16.7899 10.6768 7.0158 -0.37 -0.32 0.03
H 16.1478 10.5344 5.3300 -0.29 -0.48 0.22
H 18.6449 8.9453 6.2848 -0.06 0.65 0.24
H 17.4743 7.0399 7.0054 -0.14 -0.05 -0.21
H 15.8754 7.8292 6.8017 0.03 0.01 -0.12
H 15.3116 8.0421 9.1764 0.00 -0.19 -0.13
H 16.6153 8.6500 10.2123 -0.06 0.22 -0.14
H 16.7756 7.0364 9.5830 -0.31 -0.17 -0.26
C 8.2559 2.2348 9.8161 0.85 0.35 -0.24
C 9.4061 3.0982 9.3149 1.22 -0.51 0.78
C 8.9941 4.1341 8.2981 -0.40 -0.30 -0.45
O 10.0341 5.0375 8.0448 -0.09 0.24 0.33
C 10.2869 5.2745 6.6592 0.04 -0.13 -0.11
N 10.0773 3.7767 10.5121 0.17 1.38 -0.28
H 9.5439 4.6171 10.7449 -0.23 -0.31 0.52
H 10.2356 3.1796 11.3218 -0.51 -0.13 0.00
H 11.0184 4.2000 10.3465 0.26 -0.11 -0.38
H 7.9014 1.6687 8.9577 -0.45 0.00 0.18
H 7.4994 2.8866 10.2525 -0.32 -0.24 -0.17
H 8.6080 1.5336 10.5727 -0.08 -0.08 -0.03
H 10.2706 2.5300 8.9612 -0.46 -0.34 -0.48
H 8.0582 4.6146 8.6174 0.18 0.30 0.08
H 8.7276 3.5885 7.3860 -0.02 -0.08 0.06
H 9.4573 5.7327 6.1156 -0.20 0.00 0.32
H 10.5165 4.3220 6.1761 0.21 0.12 -0.12
H 11.1288 5.9609 6.6216 0.12 -0.15 -0.09
C 10.4600 5.5679 13.5555 0.82 0.09 0.71
C 9.1794 5.3013 14.3586 0.38 0.41 -0.95
C 9.4720 4.9556 15.8107 0.15 0.94 -0.65
O 10.0973 6.0918 16.3434 0.32 -0.33 -0.09
C 10.5935 5.8434 17.6974 -0.87 0.81 -0.38
N 8.3238 6.5436 14.3145 -1.01 1.06 -0.29
H 7.5202 6.5539 14.9557 0.15 -0.42 0.16
H 8.8017 7.4281 14.5180 0.55 -0.41 0.43
H 7.9158 6.7155 13.3918 0.01 -0.33 -0.05
H 10.9269 4.6107 13.3208 0.05 0.03 0.01
H 11.1583 6.0958 14.2123 0.01 -0.18 0.11
H 10.4770 6.1724 12.6439 -0.85 -0.18 -0.14
H 8.6212 4.5139 13.8517 -0.36 0.05 0.30
H 10.1704 4.1152 15.7583 -0.35 -0.33 0.50
H 8.5183 4.7735 16.3187 0.19 -0.58 0.18
H 9.7240 5.9904 18.3393 0.21 -0.41 0.36
H 11.2911 6.6478 17.9040 0.25 -0.23 0.03
H 11.0415 4.8555 17.7598 0.16 0.08 0.20
C 10.7448 7.8461 9.7104 0.01 -0.77 0.58
C 12.1928 8.3020 9.7772 -0.98 0.35 -1.13
C 12.2774 9.6858 9.1687 0.19 0.27 0.15
O 13.6253 10.0608 9.1262 0.07 -0.13 0.35
C 13.8704 11.3653 8.6083 0.79 -0.17 -0.69
N 12.6632 8.2953 11.1887 0.89 -0.02 0.64
H 12.8702 7.3204 11.4809 -0.51 -0.18 -0.15
H 13.5388 8.7973 11.3684 0.09 0.13 -0.81
H 12.0057 8.7843 11.7988 -0.31 -0.40 0.00
H 10.4408 7.7664 8.6702 -0.16 0.27 0.02
H 10.0703 8.4842 10.2857 0.00 0.27 -0.28
H 10.6417 6.8344 10.1098 0.18 0.00 0.00
H 12.7835 7.6141 9.1768 0.40 -0.11 0.46
H 11.6688 10.3902 9.7557 0.06 0.09 0.00
H 11.8403 9.6518 8.1649 -0.02 -0.05 0.00
H 13.5100 12.1631 9.2546 -0.18 -0.03 -0.03
H 13.5191 11.4535 7.5753 -0.54 0.09 0.22
H 14.9525 11.4323 8.4952 0.01 0.14 0.42
C 19.4432 3.5811 9.9745 -0.13 0.19 -0.35
C 18.2263 2.8206 9.4849 0.12 -0.49 0.08
C 17.2153 3.7174 8.7953 0.24 -0.44 -0.58
O 16.3134 2.9097 8.0742 0.01 0.15 0.24
C 15.2472 3.6552 7.5249 -0.45 -0.68 0.13
N 18.6454 1.7292 8.5236 -0.29 1.00 0.22
H 17.8237 1.0940 8.4750 -0.10 -1.23 -0.06
H 18.8761 2.1289 7.6150 -0.04 -0.20 -0.10
H 19.4592 1.2216 8.8687 -0.16 -0.24 0.05
H 19.1129 4.5124 10.4364 0.15 -0.16 0.39
H 20.0768 3.8938 9.1391 -0.07 -0.10 -0.09
H 20.0618 2.9777 10.6347 -0.08 0.16 0.23
H 17.7070 2.2676 10.2704 0.18 0.07 0.16
H 17.7856 4.3365 8.0807 -0.26 0.39 0.16
H 16.6638 4.3128 9.5306 0.27 0.24 0.04
H 15.6088 4.4136 6.8257 -0.09 0.07 0.00
H 14.6061 4.0881 8.3047 0.33 0.31 0.07
H 14.6101 2.9291 7.0215 0.16 0.10 -0.33
C 11.4176 -4.9491 8.4662 -0.05 0.08 -1.39
C 11.9933 -3.5529 8.6318 0.52 -0.35 -0.01
C 11.5572 -2.7762 9.8470 -0.48 -0.68 0.68
O 12.2921 -1.5856 9.9856 -0.40 -0.12 -0.24
C 11.8088 -0.7936 11.0403 0.36 0.41 0.21
N 13.4938 -3.7274 8.6485 0.77 1.19 -0.51
H 14.0192 -2.8680 8.9426 0.17 0.00 0.62
H 13.8389 -4.4999 9.2185 -0.18 0.01 0.14
H 13.8673 -3.8607 7.7061 -0.21 -0.39 -0.03
H 11.8177 -5.6906 9.1538 -0.40 0.15 0.42
H 11.7221 -5.2952 7.4707 0.21 -0.03 0.09
H 10.3365 -4.9533 8.3384 -0.08 -0.02 0.73
H 11.7689 -2.9483 7.7529 0.13 -0.02 -0.06
H 11.6640 -3.3719 10.7657 0.14 -0.12 -0.09
H 10.4753 -2.6115 9.7511 0.06 0.22 -0.13
H 11.5318 -1.3542 11.9395 0.06 -0.27 -0.15
H 10.9351 -0.1906 10.7546 0.00 -0.09 -0.16
H 12.6399 -0.1434 11.3096 -0.17 0.21 0.01
C 13.9993 3.4611 11.4971 0.62 0.10 0.86
C 13.7581 4.9171 11.1135 -0.01 -0.67 -0.34
O 14.7360 5.7065 11.0637 -0.34 0.35 0.45
O 12.5512 5.2334 10.8713 -0.08 0.46 0.15
H 15.0598 3.2090 11.5383 0.01 0.04 -0.47
H 13.4592 2.7121 10.9227 -0.09 0.19 -0.19
H 13.7161 3.3453 12.5518 -0.37 0.04 -0.09
C 15.4924 0.1194 10.6738 -0.93 -0.46 0.01
C 16.0638 -0.8576 9.6451 1.55 -1.31 0.34
O 15.6234 -2.0295 9.5835 -1.29 0.35 -0.13
O 17.1023 -0.5043 9.0288 -0.04 1.47 -0.36
H 14.9618 0.9096 10.1355 0.26 0.26 0.17
H 16.2435 0.4884 11.3726 0.23 0.24 -0.37
H 14.7617 -0.4027 11.2937 -0.05 -0.05 -0.11
C 12.9821 3.6739 15.9388 0.22 -0.47 -0.54
C 13.6780 3.2350 17.2360 0.04 0.40 1.32
O 14.2060 2.0928 17.2756 -0.35 -0.72 -0.73
O 13.6425 4.0622 18.1568 -0.11 0.21 -0.29
H 12.1520 2.9873 15.7396 -0.03 0.06 -0.08
H 13.7098 3.5524 15.1298 -0.22 0.02 -0.18
H 12.6436 4.7085 15.9995 -0.03 -0.02 0.00
```
Forces are in eV/Å.

Atom charges from the Löwdin analysis, given in e for atoms 1 to 6: atom 1 (C): -0.021, atom 2 (C): -0.297, atom 3 (C): -0.200, atom 4 (O): -0.166, atom 5 (C): -0.070, atom 6 (N): 0.243



Formula: C50H47BrN5O3PV
Source: the OMol25 dataset
Level of theory: wB97M-V/def2-TZVPD

The charge is 0. The value obtained for the relative energy (zero: lowest compared OMol25 entry of this formula, charge and spin) is 89.5 kJ/mol. As for the highest occupied orbital energy (alpha / beta): -6.204 / -7.562 eV. Its expectation value of S² is 3.7701. The energy comes out at -6292.36730 hartree. The spin multiplicity is 4.

XYZ file:
```
108
Properties=species:S:1:pos:R:3:forces:R:3
V 1.7935 0.3156 0.0361 0.53 -0.78 -1.41
O -2.8557 2.0749 1.7487 0.05 -0.03 0.00
C -1.8922 2.9967 2.0616 -0.03 0.06 -0.02
C -2.1971 3.9213 3.0542 -0.04 -0.02 0.02
C -1.2744 4.8948 3.3968 0.02 -0.01 -0.01
C -0.0470 4.9591 2.7468 0.00 -0.01 0.01
C 0.2484 4.0300 1.7620 -0.03 0.03 0.01
C -0.6592 3.0372 1.4148 0.07 -0.04 0.05
C -0.2966 2.0233 0.3394 0.04 0.17 -0.23
O 1.0256 2.0117 0.0226 -0.91 1.54 -0.27
N -1.1861 2.3341 -0.8233 -0.07 -0.02 0.28
N -0.7481 2.0350 -2.0530 0.00 -0.11 0.03
C -1.3282 2.5691 -3.0513 0.03 -0.01 -0.17
C -0.9570 2.2388 -4.4323 0.22 0.07 0.24
Br 0.8596 1.7451 -4.7194 -0.05 -0.08 0.10
C -1.7568 2.3195 -5.4932 -0.23 0.07 -0.10
C -3.2061 2.5998 -5.4573 0.06 -0.03 0.04
C -3.7882 3.2984 -6.5155 0.00 0.04 -0.04
C -5.1460 3.5742 -6.5273 -0.01 0.01 0.02
C -5.9545 3.1438 -5.4836 0.03 -0.02 0.02
C -5.3939 2.4262 -4.4353 0.01 0.02 -0.04
C -4.0338 2.1523 -4.4243 -0.02 -0.04 -0.02
H -2.5646 1.5361 1.0024 0.00 0.04 -0.06
H -3.1652 3.8719 3.5355 0.00 -0.03 0.02
H -1.5197 5.6126 4.1700 0.00 -0.02 -0.02
H 0.6713 5.7276 3.0055 -0.04 -0.03 -0.01
H 1.1912 4.0521 1.2308 0.01 -0.01 0.01
H -0.6188 1.0225 0.7048 0.01 -0.10 0.01
H -1.7194 3.1915 -0.7260 0.10 0.16 -0.08
H -2.1365 3.2942 -2.9257 -0.01 -0.02 -0.02
H -1.3174 2.1812 -6.4743 -0.04 -0.03 0.01
H -3.1619 3.6349 -7.3339 -0.01 -0.01 0.01
H -5.5772 4.1258 -7.3533 0.02 -0.01 0.01
H -7.0172 3.3522 -5.4950 0.03 0.00 0.00
H -6.0219 2.0673 -3.6293 0.02 0.00 -0.01
H -3.6109 1.5559 -3.6250 -0.04 0.01 -0.02
C 4.3481 -0.4263 -3.6002 -0.06 -0.06 -0.03
C 3.3502 -1.3569 -4.2405 0.00 0.09 0.01
C 3.5506 -1.7865 -5.5482 -0.02 0.03 -0.01
C 2.6424 -2.6193 -6.1871 0.03 0.01 0.01
C 1.5008 -3.0296 -5.5199 -0.03 0.01 0.04
C 1.2854 -2.6165 -4.2118 0.05 -0.04 -0.01
C 2.2047 -1.7989 -3.5592 -0.12 0.07 0.00
P 1.9491 -1.2703 -1.8196 0.26 -0.85 -0.77
C 0.3104 -2.0212 -1.3803 -0.10 0.19 -0.04
C -0.6954 -1.1005 -1.7174 0.12 0.00 -0.13
C -2.0388 -1.3461 -1.4898 0.02 -0.02 0.03
C -2.4083 -2.5390 -0.8896 0.03 0.01 0.01
C -1.4265 -3.4523 -0.5370 -0.01 0.00 0.01
C -0.0676 -3.2276 -0.7669 0.05 -0.05 0.11
C 0.8965 -4.2986 -0.3235 -0.06 0.06 -0.02
C 3.3183 -2.1361 -0.9679 -0.02 0.08 0.13
C 3.6939 -3.4497 -1.2639 0.02 0.02 -0.02
C 4.6061 -4.1229 -0.4765 -0.02 -0.02 -0.03
C 5.1373 -3.4820 0.6440 -0.03 0.03 0.02
C 4.8438 -2.1557 0.8964 0.00 -0.03 -0.03
C 3.9976 -1.4167 0.0488 0.01 0.03 -0.21
C 3.8558 0.0560 0.1601 0.47 -0.08 -0.11
H 4.9462 0.0734 -4.3622 0.00 -0.02 0.01
H 5.0259 -0.9629 -2.9321 -0.02 -0.01 0.02
H 3.8462 0.3411 -3.0067 -0.01 0.01 0.01
H 4.4326 -1.4460 -6.0795 -0.02 -0.01 0.01
H 2.8242 -2.9391 -7.2057 0.00 0.02 0.01
H 0.7763 -3.6666 -6.0122 0.01 0.01 0.02
H 0.3895 -2.9364 -3.6952 -0.01 -0.01 0.01
H -0.4009 -0.1610 -2.1785 -0.05 -0.06 0.05
H -2.7806 -0.6061 -1.7662 0.03 0.00 -0.02
H -3.4503 -2.7564 -0.6893 0.02 -0.02 0.00
H -1.7163 -4.3828 -0.0622 0.00 0.01 0.01
H 0.3670 -5.0633 0.2436 -0.01 -0.01 -0.01
H 1.6944 -3.8986 0.3016 0.00 -0.01 -0.02
H 1.3688 -4.7845 -1.1782 0.00 0.01 0.03
H 3.2499 -3.9470 -2.1200 0.00 0.02 0.03
H 4.8871 -5.1414 -0.7146 0.00 0.03 0.02
H 5.8194 -4.0152 1.2966 -0.01 0.02 -0.02
H 5.3259 -1.6419 1.7208 0.00 0.00 -0.02
H 4.2846 0.5336 -0.7279 0.03 -0.03 -0.02
H 4.3787 0.4371 1.0395 0.04 -0.01 0.02
C -4.5722 0.9137 4.4432 0.08 -0.01 0.01
C -3.2979 0.2934 4.9572 -0.06 0.04 -0.01
C -2.7893 0.5916 6.2158 0.01 -0.04 0.02
C -1.6403 -0.0235 6.6941 0.01 0.05 0.02
C -0.9717 -0.9670 5.9241 0.03 0.00 -0.04
N 0.1448 -1.6247 6.5060 -0.02 0.15 -0.01
C 1.0448 -2.4840 5.9179 0.00 0.09 0.02
O 1.5210 -3.4294 6.5114 -0.03 0.00 -0.01
N 1.3838 -2.2060 4.6039 0.08 -0.04 -0.15
C 1.6171 -0.9373 4.0296 -0.16 -0.16 0.05
C 1.9843 0.1906 4.7481 0.09 0.01 0.09
C 2.2932 1.3428 4.0457 0.05 0.10 -0.01
C 2.2206 1.3568 2.6657 -0.27 -0.12 0.19
N 1.7827 0.2910 1.9732 -0.02 -0.17 2.45
C 1.4980 -0.8269 2.6545 -0.02 0.07 -0.07
C -1.4590 -1.2626 4.6534 -0.06 -0.06 -0.04
C -2.6005 -0.6317 4.1857 0.03 0.03 -0.01
H -4.9575 1.6606 5.1375 0.01 -0.01 0.00
H -5.3426 0.1525 4.3056 -0.01 -0.01 0.05
H -4.4113 1.3875 3.4750 0.03 0.03 0.02
H -3.3024 1.3138 6.8415 0.02 -0.02 -0.01
H -1.2631 0.2219 7.6816 -0.02 0.00 -0.04
H 0.0879 -1.7705 7.5012 -0.04 -0.09 0.01
H 1.8736 -2.9738 4.1706 0.08 0.00 0.06
H 2.0618 0.1612 5.8268 -0.02 -0.03 -0.02
H 2.6118 2.2341 4.5702 -0.01 -0.02 -0.02
H 2.4866 2.2238 2.0821 -0.06 0.04 -0.03
H 1.1725 -1.6822 2.0708 -0.04 -0.01 -0.03
H -0.9695 -2.0040 4.0372 -0.02 0.02 0.03
H -2.9688 -0.8775 3.1951 0.02 -0.01 0.03
```
Forces are in eV/Å.

Atom charges from the Löwdin analysis, given in e for atoms 1 to 6: atom 1 (V): 0.642, atom 2 (O): 0.043, atom 3 (C): -0.263, atom 4 (C): -0.015, atom 5 (C): -0.085, atom 6 (C): -0.087



| no. | strongest force on any atom (eV/A) |
| --- | --- |
| 1 | 2.064 |
| 2 | 2.453 |